Record 1
Molecular formula: C46H23Cl2F15GeHoN3OS3Sb
Method: DFT, ωB97M-V with the def2-TZVPD basis set

Values from the calculation:
Largest force on an atom = 3.60 eV/Å
Highest occupied orbital energy (alpha / beta) = -10.328 / -10.345 eV
Total energy = -241754.286 eV
Multiplicity = 5
Total charge = +1
Gap between HOMO and LUMO (alpha / beta) = 7.5 / 7.6 eV

Last column: Mulliken charge in e.
Geometry (Å):
Ho1 0.891883 0.296309 -2.202814  0.53
Cl1 1.059083 4.576809 -1.907814  -0.12
C1 2.428983 3.600109 -2.234614  0.71
C2 3.684183 4.018309 -1.790314  -0.98
C3 4.787283 3.223509 -1.981714  0.95
Cl2 6.316583 3.743909 -1.380114  -0.25
C4 4.667083 1.960809 -2.605414  0.34
C5 5.734283 1.064309 -2.805114  -0.86
C6 5.480883 -0.165391 -3.353914  -0.83
C7 4.156983 -0.540291 -3.624014  -0.44
N1 3.123683 0.257809 -3.439814  -0.41
C8 3.372583 1.528509 -3.008114  1.00
C9 2.214883 2.375509 -2.875014  -0.49
O1 1.048583 1.943909 -3.266414  -0.77
H1 3.771283 4.962509 -1.273114  0.50
H2 6.728283 1.358409 -2.501714  0.47
H3 6.283683 -0.857991 -3.544814  0.44
H4 3.938583 -1.539991 -3.979714  0.57
F1 -0.867617 2.100309 -1.472814  0.49
C10 -2.191317 2.411309 -1.673814  -0.19
C11 -3.102917 1.396309 -1.470814  0.03
C12 -4.434717 1.644409 -1.744614  1.02
F2 -5.286917 0.623709 -1.595814  -0.38
C13 -4.877317 2.880709 -2.196814  0.15
F3 -6.155317 3.092009 -2.483714  -0.29
C14 -3.940417 3.900109 -2.362714  0.44
F4 -4.323717 5.089809 -2.800814  -0.30
C15 -2.585617 3.673009 -2.102614  -0.14
F5 -1.727017 4.661609 -2.288814  -0.27
Ge1 -2.615917 -0.477791 -0.968114  -0.39
S1 -0.615117 -0.921091 -0.376714  0.05
C16 -3.160917 -1.263191 -2.760814  1.48
C17 -4.376517 -1.879891 -3.009414  0.18
F6 -5.192617 -2.114991 -1.987214  -0.29
C18 -4.759617 -2.247891 -4.299614  0.03
F7 -5.942717 -2.800991 -4.520714  -0.28
C19 -3.892517 -2.026291 -5.371814  0.59
F8 -4.234317 -2.387991 -6.598914  -0.29
C20 -2.661317 -1.407791 -5.144714  -0.34
F9 -1.812717 -1.179391 -6.141114  -0.28
C21 -2.343817 -1.029991 -3.849114  -1.10
F10 -1.135117 -0.369691 -3.616014  0.18
C22 -3.751217 -1.139691 0.497286  0.34
C23 -3.816917 -2.506191 0.685086  -0.09
F11 -3.275217 -3.272791 -0.279014  -0.34
C24 -4.374417 -3.063391 1.824986  0.04
F12 -4.407717 -4.381791 2.009686  -0.32
C25 -4.869217 -2.206691 2.810786  0.65
F13 -5.382317 -2.716691 3.923686  -0.30
C26 -4.795617 -0.823291 2.649186  0.08
F14 -5.227017 -0.015291 3.613486  -0.35
C27 -4.228717 -0.310791 1.490586  0.18
F15 -4.100617 1.012309 1.318186  -0.45
S2 2.391083 0.900909 -0.167314  -0.41
Sb1 1.784083 0.289509 1.977586  1.55
C28 -0.088317 1.134009 2.588786  0.96
C29 -0.642417 2.165509 1.849186  -0.69
C30 -1.810017 2.768009 2.286486  -0.42
C31 -2.417317 2.331209 3.453386  -0.70
C32 -1.862217 1.294009 4.185286  -0.76
C33 -0.688117 0.695809 3.759086  -0.66
C34 3.348883 1.282209 3.052886  0.62
C35 4.303583 1.967309 2.318886  -0.30
C36 5.312083 2.648909 2.975386  -0.65
C37 5.359783 2.642409 4.358286  -0.53
C38 4.401183 1.957309 5.087186  -0.71
C39 3.388183 1.272609 4.437586  -0.40
C40 1.682883 -1.741391 2.717086  0.69
C41 2.755983 -2.227091 3.447786  -0.57
C42 2.683483 -3.491991 4.009386  -0.66
C43 1.549083 -4.266091 3.825686  -0.60
C44 0.482883 -3.775591 3.088886  -0.77
C45 0.539783 -2.504791 2.539386  -0.11
H5 -0.144917 2.505309 0.946186  0.33
H6 -2.238717 3.584309 1.723486  0.48
H7 -3.325617 2.802509 3.793086  0.44
H8 -2.339217 0.956809 5.093586  0.47
H9 -0.236517 -0.096191 4.341986  0.44
H10 4.250383 1.962409 1.237186  0.06
H11 6.051383 3.181709 2.399386  0.45
H12 6.147483 3.171309 4.868986  0.40
H13 4.439483 1.956809 6.165086  0.40
H14 2.638583 0.737309 5.004986  0.44
H15 3.638083 -1.614991 3.587886  0.49
H16 3.507783 -3.868691 4.597786  0.43
H17 1.488983 -5.247691 4.270786  0.41
H18 -0.401717 -4.379591 2.950086  0.52
H19 -0.297917 -2.111791 1.977186  0.14
N2 1.210883 -4.974091 -1.583814  -0.38
C46 0.926783 -3.761091 -2.056814  0.75
N3 -0.249717 -3.581091 -2.676914  -0.15
S3 2.033383 -2.502591 -1.917614  -0.43
H20 0.579383 -5.753891 -1.690314  0.19
H21 2.101783 -5.125491 -1.142414  0.22
H22 -0.966017 -4.289591 -2.681114  0.24
H23 -0.512317 -2.643591 -2.931414  -0.11

Cartesian forces (eV/Å) of the 6 atoms listed first:
Ho -0.006 -3.406 1.167
Cl 0.097 0.209 0.014
C -0.341 -0.563 -0.356
C 0.382 -0.250 -0.053
C -0.427 0.082 0.002
Cl 0.175 0.072 0.026

=====

Record 2
Molecular formula: C46H35AsCl5N3O3Ru
Method: DFT, ωB97M-V with the def2-TZVPD basis set

Values from the calculation:
Largest force on an atom = 1.71 eV/Å
Highest occupied orbital energy (alpha / beta) = -10.494 / -10.581 eV
Total energy = -184909.182 eV
Multiplicity = 2
Total charge = +1
Gap between HOMO and LUMO (alpha / beta) = 7.1 / 7.2 eV

Last column: Mulliken charge in e.
Geometry (Å):
Ru1 0.171623 -0.073054 0.543692  -0.07
Cl1 -0.027789 1.129948 3.755430  -0.04
C1 -0.353615 2.237722 2.462204  1.92
C2 -0.452592 1.768096 1.161835  -2.22
C3 -0.737751 2.697449 0.171820  1.10
Cl2 -0.839966 2.113966 -1.454918  -0.16
C4 -0.928609 4.047243 0.434785  -0.15
Cl3 -1.312253 5.136683 -0.833723  -0.16
C5 -0.796127 4.498856 1.746020  0.59
Cl4 -0.973390 6.167601 2.097971  -0.18
C6 -0.511259 3.591882 2.763769  -0.20
Cl5 -0.347526 4.141094 4.381713  -0.17
C7 3.609445 0.710890 -3.924583  -0.33
O1 3.965834 -0.673990 -3.809687  -0.42
C8 5.128185 -0.919766 -3.123887  0.65
C9 6.201382 -1.432047 -3.843232  -0.56
C10 7.400956 -1.728981 -3.222957  -0.53
C11 7.532545 -1.518581 -1.855081  -0.70
C12 6.461754 -1.029711 -1.132508  -1.04
C13 5.245048 -0.732344 -1.746508  0.41
N1 4.226120 -0.196121 -0.904102  0.55
C14 2.908040 -0.499191 -0.807111  -0.50
N2 2.381894 -1.368336 -1.663944  0.24
C15 1.026375 -1.679356 -1.803103  -0.61
C16 -0.016570 -1.044529 -1.158761  0.47
C17 -1.337502 -1.424395 -1.452783  -0.69
C18 -1.602746 -2.433244 -2.339289  -1.09
C19 -0.545917 -3.081065 -2.994326  -0.59
C20 0.749297 -2.699208 -2.739414  1.09
O2 1.850844 -3.234744 -3.330400  -0.44
C21 1.645106 -4.119468 -4.428641  -1.04
N3 2.194978 -0.012699 0.188547  0.11
C22 2.693469 1.095429 0.954311  -0.08
C23 2.877590 0.948563 2.315870  -0.58
C24 3.286995 2.014656 3.109239  -0.81
C25 3.502401 3.245198 2.523314  -1.00
C26 3.324068 3.415016 1.150967  -0.56
C27 2.929129 2.344990 0.359957  1.14
O3 2.695984 2.425319 -0.972257  0.06
C28 2.921793 3.679176 -1.608683  -1.24
H1 2.720690 0.746809 -4.548796  0.31
H2 4.417689 1.265007 -4.404954  0.35
H3 3.389766 1.146760 -2.950393  -0.13
H4 6.063067 -1.581494 -4.906636  0.48
H5 8.231095 -2.108624 -3.803381  0.42
H6 8.461414 -1.746391 -1.349846  0.41
H7 6.554061 -0.877135 -0.062589  0.48
H8 4.579060 0.284353 -0.088480  0.30
H9 2.977548 -1.755377 -2.384511  0.36
H10 -2.157746 -0.897833 -0.986181  0.70
H11 -2.623889 -2.739263 -2.529947  0.48
H12 -0.753126 -3.865702 -3.706746  0.48
H13 2.630564 -4.344664 -4.821214  0.29
H14 1.042315 -3.639762 -5.201199  0.43
H15 1.163403 -5.041794 -4.101656  0.35
H16 2.715722 -0.031674 2.744392  0.53
H17 3.422598 1.880472 4.173674  0.45
H18 3.814518 4.089205 3.124343  0.43
H19 3.484586 4.388403 0.710837  0.54
H20 2.680245 3.532810 -2.657236  0.25
H21 3.965325 3.984820 -1.512818  0.44
H22 2.270442 4.452106 -1.197073  0.44
C29 -2.863569 -0.768945 6.122187  -0.60
C30 -1.845708 -1.703855 6.019432  -0.73
C31 -1.305336 -2.014911 4.774162  0.04
C32 -1.793500 -1.382434 3.642011  -0.02
C33 -2.813362 -0.442419 3.741669  0.17
C34 -3.352644 -0.140604 4.980611  -0.87
As1 -1.051819 -1.738095 1.894924  1.41
C35 -0.294567 -3.479384 2.082756  -0.28
C36 0.995859 -3.804501 2.465548  -0.52
C37 1.363324 -5.143319 2.515480  -0.75
C38 0.439369 -6.124852 2.173931  -0.83
C39 -0.845062 -5.785702 1.768879  -0.63
C40 -1.222855 -4.450778 1.709241  0.38
C41 -2.534490 -3.933589 1.229585  0.56
C42 -3.623931 -4.708217 0.850875  -0.56
C43 -4.780035 -4.093398 0.390067  -0.83
C44 -4.858352 -2.706668 0.299976  -0.92
C45 -3.776143 -1.925858 0.683186  -0.54
C46 -2.631656 -2.548054 1.147900  -0.08
H23 -3.277103 -0.524611 7.092275  0.41
H24 -1.464350 -2.192399 6.907138  0.43
H25 -0.513817 -2.749527 4.696934  0.43
H26 -3.180802 0.066363 2.857734  0.38
H27 -4.145278 0.592264 5.060175  0.44
H28 1.708148 -3.030402 2.723718  0.49
H29 2.366688 -5.420265 2.810308  0.47
H30 0.727170 -7.167402 2.212977  0.42
H31 -1.542141 -6.564940 1.487200  0.43
H32 -3.578690 -5.788389 0.915290  0.41
H33 -5.627793 -4.699337 0.098087  0.44
H34 -5.762343 -2.236158 -0.064018  0.45
H35 -3.835479 -0.846028 0.612564  0.47

Cartesian forces (eV/Å) of the 6 atoms listed first:
Ru 1.346 -0.665 0.821
Cl 0.202 0.132 -0.132
C -0.031 0.067 0.214
C -0.281 -0.185 -0.627
C -0.063 0.018 -0.067
Cl -0.082 0.156 -0.227